# 1
This record from OMol25 describes C4H10N2 in the gas phase at a distorted geometry. The level of theory is wB97M-V/def2-TZVPD.

Each line ends with the natural charge from an NBO analysis.
Element x y z (Å)
N: -2.709 -0.179 0.035  -0.836
C: -1.363 0.268 -0.380  -0.228
C: -0.259 -0.654 -0.053  -0.235
N: 0.951 -0.113 -0.714  -0.379
C: 1.663 0.810 0.191  -0.280
C: 2.210 -0.541 -0.014  -0.274
H: -2.772 -0.287 1.051  0.353
H: -3.367 0.569 -0.276  0.361
H: -1.051 1.264 0.049  0.157
H: -1.352 0.514 -1.500  0.201
H: -0.090 -0.666 1.072  0.155
H: -0.383 -1.694 -0.412  0.205
H: 1.339 1.073 1.196  0.194
H: 2.112 1.649 -0.314  0.203
H: 2.068 -1.230 0.813  0.191
H: 3.001 -0.784 -0.746  0.211

Properties
SMILES string: NCCN1CC1
ΔE to the lowest compared entry with this formula, charge and spin, kcal/mol: 46.63
Net charge: 0
LUMO energy, eV: 1.120



# 2
This record from OMol25 describes a molecular structure, C4H10N2 at a distorted geometry. The level of theory is wB97M-V/def2-TZVPD.

Each line ends with the natural charge from an NBO analysis.
Element x y z (Å)
C: -1.527 1.226 0.378  -0.433
C: -1.079 -0.974 -0.452  -0.317
C: 1.936 -0.779 0.426  -0.725
N: -0.831 -0.042 0.474  -0.430
C: 0.970 0.193 -0.181  0.463
N: 1.200 1.179 -0.916  -0.680
H: 2.191 1.418 -1.047  0.357
H: -1.839 1.474 -0.640  0.180
H: -0.824 1.989 0.712  0.218
H: -2.384 1.195 1.052  0.210
H: -0.701 -1.968 -0.239  0.206
H: -1.203 -0.709 -1.505  0.177
H: -2.438 -1.118 0.178  0.068
H: 1.811 -1.771 -0.011  0.238
H: 2.971 -0.452 0.275  0.223
H: 1.747 -0.862 1.497  0.247

Properties
ΔE to the lowest compared entry with this formula, charge and spin, kcal/mol: 108.96
Net charge: 0
LUMO energy, eV: 0.883



# 3
This record from OMol25 describes 2 unconnected molecules or ions with the total composition C4H10N2 at a distorted geometry. The level of theory is wB97M-V/def2-TZVPD.

Each line ends with the natural charge from an NBO analysis.
Element x y z (Å)
C: -2.291 -0.309 -0.539  -0.511
C: -1.594 0.236 0.425  -0.049
C: 1.342 1.219 -0.638  -0.653
C: 1.226 0.422 0.697  -0.243
N: 0.158 -1.712 0.167  -0.687
N: 0.204 -0.530 0.880  -0.272
H: -3.297 0.009 -0.472  0.216
H: -2.002 -1.197 -1.235  0.238
H: -1.801 0.977 1.236  0.202
H: 1.876 2.160 -0.394  0.216
H: 1.839 0.636 -1.493  0.197
H: 0.386 1.381 -1.160  0.228
H: 2.156 -0.156 0.984  0.198
H: 0.995 1.188 1.421  0.200
H: -0.126 -2.514 0.661  0.371
H: 0.931 -1.810 -0.539  0.349

Properties
ΔE to the lowest compared entry with this formula, charge and spin, kcal/mol: 116.80
Net charge: 0
LUMO energy, eV: 1.121



# 4
This record from OMol25 describes C4H10N2 in the gas phase. The level of theory is wB97M-V/def2-TZVPD.

Each line ends with the natural charge from an NBO analysis.
Element x y z (Å)
C: 1.335 -0.223 1.663  -0.604
C: 1.233 -0.709 0.235  -0.403
C: 0.567 0.342 -0.702  -0.245
N: -0.369 -0.257 -1.624  -0.482
C: -1.612 -0.069 -1.494  0.278
N: -2.258 0.595 -0.482  -0.856
H: 0.373 0.054 2.092  0.192
H: 1.729 -0.988 2.331  0.211
H: 1.986 0.647 1.747  0.202
H: 2.204 -0.936 -0.193  0.204
H: 0.625 -1.606 0.182  0.207
H: 1.364 0.795 -1.295  0.198
H: 0.125 1.134 -0.092  0.153
H: -2.302 -0.501 -2.221  0.163
H: -3.170 1.002 -0.568  0.394
H: -1.832 0.720 0.419  0.388

Properties
SMILES string: CCC/N=C\N
ΔE to the lowest compared entry with this formula, charge and spin, kcal/mol: 16.30
Net charge: 0
LUMO energy, eV: 1.001



# 5
This record from OMol25 describes 2 unconnected molecules or ions with the total composition C4H10N2 at a distorted geometry. The level of theory is wB97M-V/def2-TZVPD.

Each line ends with the natural charge from an NBO analysis.
Element x y z (Å)
H: -2.228 -2.900 0.713  0.349
N: -2.444 -1.949 0.439  -0.700
C: -3.427 -1.857 -0.406  0.284
N: -3.510 -0.740 -1.286  -0.837
H: -4.312 -2.446 -0.269  0.149
H: -2.588 -0.447 -1.282  0.371
H: -4.034 0.102 -1.080  0.386
C: 1.334 0.502 0.445  -0.412
C: 2.386 1.170 1.027  -0.168
C: 3.500 1.511 -0.041  -0.645
H: 0.433 0.389 1.032  0.198
H: 1.245 0.341 -0.680  0.194
H: 2.454 1.487 2.018  0.198
H: 4.090 2.327 0.431  0.203
H: 3.031 1.917 -0.867  0.210
H: 4.072 0.593 -0.193  0.220

Properties
SMILES string: [H]/N=C/N.C=CC
ΔE to the lowest compared entry with this formula, charge and spin, kcal/mol: 62.58
Net charge: 0
LUMO energy, eV: 1.142



# 6
This record from OMol25 describes 2 unconnected molecules or ions with the total composition C4H10N2 at a distorted geometry. The level of theory is wB97M-V/def2-TZVPD.

Each line ends with the natural charge from an NBO analysis.
Element x y z (Å)
C: 1.936 0.687 -2.408  -0.480
C: 0.944 1.224 -1.673  -0.009
N: 0.735 0.845 -0.302  -0.869
H: 2.519 -0.090 -1.960  0.196
H: 2.292 1.117 -3.429  0.207
H: 0.357 2.146 -1.992  0.184
H: 0.387 0.014 0.098  0.389
H: 0.354 1.705 0.061  0.369
C: -1.143 -1.462 0.228  -0.047
N: -1.495 -0.449 0.960  -0.403
C: -1.269 -0.503 2.334  -0.449
H: -1.655 -1.724 -0.658  0.175
H: -0.286 -2.044 0.385  0.140
H: -1.203 0.594 2.847  0.201
H: -2.165 -0.997 2.825  0.226
H: -0.309 -1.061 2.682  0.171

Properties
SMILES string: C=CN.C=NC
ΔE to the lowest compared entry with this formula, charge and spin, kcal/mol: 85.66
Net charge: 0
LUMO energy, eV: 0.499



# 7
This record from OMol25 describes 2 unconnected molecules or ions with the total composition C4H10N2 at a distorted geometry. The level of theory is wB97M-V/def2-TZVPD.

Each line ends with the natural charge from an NBO analysis.
Element x y z (Å)
C: -3.719 -1.770 -3.621  -0.526
C: -3.038 -1.232 -2.611  0.032
N: -3.163 0.087 -2.230  -0.831
H: -3.964 -1.255 -4.451  0.179
H: -4.022 -2.768 -3.656  0.200
H: -2.688 -1.874 -1.817  0.180
H: -3.787 0.606 -2.863  0.373
H: -3.278 0.349 -1.244  0.392
C: 2.582 1.964 2.364  -0.647
C: 3.122 0.646 2.666  0.066
N: 4.206 0.256 3.296  -0.788
H: 2.684 2.815 3.004  0.191
H: 2.189 2.092 1.379  0.206
H: 2.522 -0.170 2.247  0.180
H: 4.459 -0.746 3.415  0.396
H: 4.898 0.900 3.735  0.396

Properties
SMILES string: C=CN.C=CN
ΔE to the lowest compared entry with this formula, charge and spin, kcal/mol: 79.09
Net charge: 0
LUMO energy, eV: 0.959



# 8
This record from OMol25 describes 2 unconnected molecules or ions with the total composition C4H10N2 at a distorted geometry. The level of theory is wB97M-V/def2-TZVPD.

Each line ends with the natural charge from an NBO analysis.
Element x y z (Å)
C: 1.884 -0.429 -3.323  -0.075
N: 0.775 -0.593 -2.744  -0.388
C: -0.016 0.631 -2.663  -0.447
H: 2.595 -1.329 -3.426  0.179
H: 2.296 0.613 -3.468  0.142
H: -1.128 0.480 -3.151  0.208
H: 0.457 1.536 -2.922  0.181
H: -0.330 0.677 -1.614  0.200
C: -0.380 -0.506 1.713  -0.060
N: -0.286 0.355 2.655  -0.406
C: -1.083 0.101 3.874  -0.452
H: -0.231 -0.189 0.559  0.180
H: -0.796 -1.480 1.926  0.139
H: -1.279 1.025 4.351  0.206
H: -0.392 -0.557 4.502  0.202
H: -2.086 -0.334 3.732  0.189

Properties
SMILES string: C=NC.C=NC
ΔE to the lowest compared entry with this formula, charge and spin, kcal/mol: 79.64
Net charge: 0
LUMO energy, eV: 1.087



# 9
This record from OMol25 describes C4H10N2 in the gas phase at a distorted geometry. The level of theory is wB97M-V/def2-TZVPD.

Each line ends with the natural charge from an NBO analysis.
Element x y z (Å)
C: 0.667 0.932 1.625  -0.090
N: 0.570 -0.304 1.298  -0.391
C: -0.725 -0.797 0.796  -0.098
N: -0.627 -0.676 -0.632  -0.404
C: -1.048 0.620 -1.114  -0.436
C: 1.160 -0.829 -0.862  -0.420
H: -0.192 1.607 1.697  0.148
H: 1.658 1.358 1.795  0.174
H: -0.808 -1.852 1.073  0.188
H: -1.564 -0.251 1.248  0.170
H: -0.394 1.445 -0.774  0.166
H: -2.065 0.872 -0.786  0.199
H: -1.069 0.611 -2.208  0.205
H: 1.282 -1.901 -0.732  0.207
H: 1.139 -0.580 -1.921  0.178
H: 2.015 -0.255 -0.503  0.203

Properties
SMILES string: C=NCN(C)C
ΔE to the lowest compared entry with this formula, charge and spin, kcal/mol: 82.14
Net charge: 0
LUMO energy, eV: 1.058



# 10
This record from OMol25 describes C4H10N2O in the gas phase at a distorted geometry. The level of theory is wB97M-V/def2-TZVPD.

Each line ends with the natural charge from an NBO analysis.
Element x y z (Å)
C: 0.665 1.927 -1.426  -0.405
N: 1.133 1.300 -0.193  -0.632
C: 1.094 -0.137 -0.165  -0.313
C: 0.094 -0.732 0.852  0.661
O: 0.457 -1.048 1.969  -0.610
N: -1.209 -0.829 0.468  -0.626
C: -1.821 -0.761 -0.851  -0.412
H: 1.027 2.945 -1.586  0.200
H: -0.417 2.006 -1.476  0.161
H: 1.040 1.328 -2.254  0.192
H: 0.802 1.778 0.637  0.374
H: 0.948 -0.561 -1.157  0.196
H: 2.085 -0.530 0.105  0.209
H: -1.842 -0.991 1.242  0.399
H: -2.892 -0.693 -0.697  0.212
H: -1.453 0.040 -1.489  0.203
H: -1.617 -1.699 -1.379  0.190

Properties
SMILES string: CNCC(=O)NC
ΔE to the lowest compared entry with this formula, charge and spin, kcal/mol: 35.12
Net charge: 0
LUMO energy, eV: 0.827



# 11
This record from OMol25 describes a molecular structure, C4H10N2O at a distorted geometry. The level of theory is wB97M-V/def2-TZVPD.

Each line ends with the natural charge from an NBO analysis.
Element x y z (Å)
N: -1.636 -0.883 1.723  -0.827
C: -1.048 -0.498 -0.634  0.151
C: -0.814 -1.170 0.590  -0.290
O: -2.034 0.466 -0.647  -0.678
H: -2.030 0.926 -1.493  0.489
H: -1.205 -0.282 2.414  0.371
H: -2.526 -0.437 1.545  0.372
H: -0.887 -1.037 -1.563  0.197
H: -0.586 -2.228 0.472  0.216
N: 1.531 0.115 0.874  -0.784
C: 1.376 0.732 -0.285  0.085
C: 2.076 1.464 -1.150  -0.543
H: 2.350 -0.479 0.943  0.379
H: 0.427 -0.660 0.936  0.334
H: 0.269 0.406 -0.708  0.131
H: 3.080 1.794 -0.921  0.199
H: 1.656 1.772 -2.094  0.199

Properties
ΔE to the lowest compared entry with this formula, charge and spin, kcal/mol: 120.62
Net charge: 0
LUMO energy, eV: 0.469



# 12
This record from OMol25 describes C4H10N2O in the gas phase at a distorted geometry. The level of theory is wB97M-V/def2-TZVPD.

Each line ends with the natural charge from an NBO analysis.
Element x y z (Å)
C: 0.693 -1.580 1.491  -0.415
N: 0.145 -0.785 0.346  -0.455
C: 0.161 -1.528 -0.794  0.531
O: 0.340 -2.722 -0.886  -0.604
C: 0.386 0.611 0.398  -0.228
C: -0.717 1.518 -0.193  -0.215
N: -0.848 1.448 -1.639  -0.860
H: 0.584 -0.931 2.370  0.194
H: 0.208 -2.534 1.540  0.231
H: 1.754 -1.809 1.385  0.194
H: 0.128 -0.866 -1.683  0.129
H: 1.331 0.935 -0.069  0.183
H: 0.465 1.066 1.386  0.212
H: -0.445 2.572 0.103  0.186
H: -1.642 1.185 0.280  0.187
H: -1.758 1.086 -1.919  0.364
H: -0.783 2.334 -2.116  0.366

Properties
SMILES string: CN(C=O)CCN
ΔE to the lowest compared entry with this formula, charge and spin, kcal/mol: 38.98
Net charge: 0
LUMO energy, eV: 0.864



# 13
This record from OMol25 describes C4H10N2O in the gas phase at a distorted geometry. The level of theory is wB97M-V/def2-TZVPD.

Each line ends with the natural charge from an NBO analysis.
Element x y z (Å)
C: 0.071 -0.283 1.948  -0.629
C: -0.528 0.415 0.700  -0.035
C: 0.061 1.836 0.271  -0.637
N: -0.510 -0.427 -0.496  -0.708
C: 0.682 -0.831 -1.262  0.800
N: 0.207 -1.385 -2.411  -0.852
O: 1.837 -0.889 -0.934  -0.625
H: 0.082 0.340 2.823  0.211
H: 1.121 -0.525 1.715  0.225
H: -0.377 -1.351 2.211  0.215
H: -1.608 0.444 1.011  0.190
H: -0.573 2.238 -0.601  0.211
H: -0.318 2.457 1.133  0.208
H: 1.160 1.883 0.040  0.238
H: -1.454 -0.375 -0.885  0.389
H: -0.743 -1.631 -2.250  0.385
H: 0.887 -1.916 -3.012  0.413

Properties
SMILES string: CC(C)NC(N)=O
ΔE to the lowest compared entry with this formula, charge and spin, kcal/mol: 34.31
Net charge: 0
LUMO energy, eV: 0.806



# 14
This record from OMol25 describes C4H10N2O in the gas phase at a distorted geometry. The level of theory is wB97M-V/def2-TZVPD.

Each line ends with the natural charge from an NBO analysis.
Element x y z (Å)
C: -0.481 0.521 1.219  -0.367
N: 0.773 0.758 0.647  -0.044
C: 1.455 -0.802 0.226  0.380
N: 2.734 -0.364 -0.354  -0.877
O: 0.685 -1.678 -0.350  -0.679
C: -1.747 0.740 0.203  -0.332
C: -1.336 0.007 -1.099  -0.648
H: -0.585 -0.539 1.600  0.236
H: -0.711 1.161 2.130  0.219
H: 1.778 -1.069 1.261  0.213
H: 2.941 -0.676 -1.300  0.373
H: 2.640 0.664 -0.486  0.370
H: -1.744 1.809 -0.072  0.224
H: -2.631 0.156 0.618  0.246
H: -0.455 0.389 -1.644  0.211
H: -2.226 -0.036 -1.769  0.207
H: -1.088 -1.041 -0.829  0.268

Properties
ΔE to the lowest compared entry with this formula, charge and spin, kcal/mol: 171.26
Net charge: 0
LUMO energy, eV: -3.058